*i*
15
Properties=species:S:1:pos:R:3:mulliken_charge:R:1 method="wB97M-V/def2-TZVPD" gap_ev=7.8 total_charge=-1
C -0.340 -0.523 2.249 -0.583
C -1.044 -0.552 -1.242 -0.955
C 1.343 -0.383 -0.818 -0.838
N 0.069 0.279 -0.793 -0.129
O 1.040 2.057 0.516 -0.659
O -1.486 1.796 0.536 -0.651
S -0.115 1.186 0.640 0.716
H 0.779 -0.470 2.720 0.105
H -0.981 0.213 2.946 0.119
H -1.213 -0.654 -2.289 0.333
H -1.035 -1.495 -0.817 0.402
H -1.906 0.046 -1.028 0.290
H 1.895 0.388 -0.280 0.364
H 1.099 -1.416 -0.508 0.281
H 1.895 -0.471 -1.832 0.209



*ii*
15
Properties=species:S:1:pos:R:3:mulliken_charge:R:1 method="wB97M-V/def2-TZVPD" gap_ev=5.6 total_charge=-1
O -0.899 -2.922 3.131 -0.607
C -1.460 -2.208 2.315 0.070
N -0.876 -1.238 1.576 -0.065
C -1.512 -0.675 0.397 -0.366
C -0.694 -0.846 -0.863 -0.795
S 1.095 -0.413 -0.810 -0.696
H -2.555 -2.262 2.139 0.273
H 0.137 -1.330 1.591 0.214
H -1.751 0.377 0.567 0.202
H -2.459 -1.209 0.247 0.291
H -1.118 -0.260 -1.678 0.260
H -0.577 -1.894 -1.149 0.218
H 4.316 5.269 -3.217 0.315
H 3.773 4.782 -1.864 0.331
O 4.580 4.828 -2.383 -0.646



Tell me which of them is the most stable. Sure, it is *ii*.



*i*
23
Properties=species:S:1:pos:R:3:mulliken_charge:R:1 method="wB97M-V/def2-TZVPD" multiplicity=2 s2=0.750 gap_ev="2.2 / 8.8" total_charge=-1
C 0.104 -0.492 -0.676 -1.514
N -1.091 0.359 -0.479 0.456
C -2.273 -0.273 -1.033 -0.378
C -2.731 -1.459 -0.231 -1.526
C -0.617 1.698 -0.855 -1.478
C 0.449 1.543 -1.938 -0.597
C 1.056 0.167 -1.668 -0.912
H 0.626 -0.776 0.248 0.652
H -0.203 -1.477 -1.068 0.095
H -2.155 -0.507 -2.107 0.285
H -3.050 0.492 -0.904 0.489
H -2.591 -2.508 -0.518 0.467
H -3.829 -1.377 -0.242 0.309
H -2.443 -1.477 0.820 0.355
H -0.302 2.225 0.040 0.803
H -1.436 2.195 -1.400 0.275
H 1.128 2.391 -1.831 0.355
H 0.016 1.537 -2.934 0.372
H 2.113 -0.021 -1.467 0.857
H 1.074 -0.403 -2.617 0.104
H 3.787 -0.314 5.300 0.691
H 4.590 -1.476 4.869 0.683
O 4.290 -1.046 5.668 -1.846



*ii*
23
Properties=species:S:1:pos:R:3:mulliken_charge:R:1 method="wB97M-V/def2-TZVPD" multiplicity=2 s2=0.750 gap_ev="2.6 / 9.0" total_charge=-1
C -1.792 0.599 0.421 -1.248
N -0.402 0.966 0.572 -0.060
C 0.240 1.235 -0.787 -0.950
C 1.181 0.035 -1.122 0.389
C 1.629 -0.525 0.235 -1.009
C 0.336 -0.227 1.067 0.026
C 0.687 -0.106 2.616 -1.639
H -1.962 -0.391 0.693 0.357
H -2.351 1.293 1.184 0.223
H -2.340 0.841 -0.531 0.471
H 0.764 2.219 -0.437 0.300
H -0.447 1.605 -1.485 0.678
H 0.544 -0.643 -1.694 -0.967
H 1.964 0.268 -1.698 0.652
H 2.536 0.162 0.518 0.212
H 1.785 -1.631 0.401 0.650
H -0.307 -1.147 1.074 0.424
H 0.029 -0.633 3.259 0.425
H 1.801 -0.417 2.643 0.259
H 0.782 0.924 2.755 0.483
H -2.312 -1.515 -3.183 0.687
H -0.840 -1.703 -3.058 0.359
O -1.526 -1.209 -3.444 -1.724



Tell me which of them is the most stable. Sure, it is *i*.



*i*
9
Properties=species:S:1:pos:R:3:mulliken_charge:R:1 method="wB97M-V/def2-TZVPD" gap_ev=7.8 total_charge=0
C -0.152 -1.535 -0.206 -0.838
C -0.455 -0.312 0.203 -0.004
C 0.360 0.870 -0.066 -0.146
P -0.441 2.550 -0.132 -0.045
P 0.917 2.033 1.270 -0.025
H -0.795 -2.376 -0.017 0.259
H 0.758 -1.737 -0.750 0.241
H -1.368 -0.129 0.758 0.292
H 1.176 0.636 -1.060 0.267



*ii*
9
Properties=species:S:1:pos:R:3:mulliken_charge:R:1 method="wB97M-V/def2-TZVPD" gap_ev=8.0 total_charge=0
C 0.513 -0.725 0.334 -0.063
C -0.401 0.320 -0.096 0.306
C -1.430 1.250 0.040 -0.547
P 1.003 -1.596 1.694 -0.138
P 0.280 -0.540 -1.513 -0.097
H -1.940 1.668 0.969 0.252
H -1.533 1.865 -0.870 0.214
H 1.967 -2.495 0.911 0.020
H 1.542 0.253 -1.469 0.052



Tell me which of them is the most stable. Sure, it is *i*.



*i*
9
Properties=species:S:1:pos:R:3:mulliken_charge:R:1 method="wB97M-V/def2-TZVPD" gap_ev="7.8 / 7.8" total_charge=+1
C -0.831 -1.556 0.226 0.150
C 0.386 0.238 -0.400 -0.038
C -1.673 0.628 -0.016 0.198
N 0.272 -1.048 -0.080 -0.140
N -0.458 1.146 0.245 -0.028
O -1.901 -0.553 -0.228 -0.134
H -1.305 -2.624 0.316 0.362
H 1.148 0.359 -1.191 0.364
H -0.195 2.077 0.511 0.265



*ii*
9
Properties=species:S:1:pos:R:3:mulliken_charge:R:1 method="wB97M-V/def2-TZVPD" smiles="N#CCC=[N+]=O" gap_ev=8.0 total_charge=+1
C 0.431 -0.828 -0.394 -0.085
C -0.840 1.308 0.660 0.103
C 0.407 0.519 0.464 -0.326
N -1.693 2.076 0.603 -0.211
N -0.523 -1.484 -0.666 0.656
O -1.262 -2.159 -1.202 -0.211
H 1.447 -0.994 -0.650 0.429
H 0.821 0.398 1.381 0.333
H 1.212 1.164 -0.195 0.312



*iii*
9
Properties=species:S:1:pos:R:3:mulliken_charge:R:1 method="wB97M-V/def2-TZVPD" gap_ev="11.0 / 3.6" total_charge=+1
C -1.446 1.976 -0.210 0.133
C 1.181 -0.947 0.190 0.406
C 1.967 -2.116 0.233 -0.733
N 0.642 0.059 0.239 -0.322
N -2.586 2.170 -0.471 0.474
O -3.693 2.306 -0.858 -0.197
H -0.447 1.729 0.175 0.632
H 2.598 -2.550 -0.499 0.344
H 1.784 -2.625 1.201 0.262



Tell me which of them is the most stable. Sure, it is *i*.



*i*
11
Properties=species:S:1:pos:R:3:mulliken_charge:R:1 method="wB97M-V/def2-TZVPD" gap_ev=5.7 total_charge=-1
C 1.215 -0.550 -0.499 -0.564
C -2.280 -1.227 -0.004 0.776
C -0.501 0.697 0.411 -0.582
N 0.234 0.272 -0.605 -0.374
O -3.138 -0.599 -0.476 -0.481
O -1.655 -2.104 0.438 -0.439
S -1.544 2.098 0.101 -0.326
H 1.655 -0.938 -1.408 0.254
H 1.605 -0.934 0.451 0.249
H -0.195 0.628 1.460 0.413
H -2.603 1.464 -0.434 0.075



*ii*
11
Properties=species:S:1:pos:R:3:mulliken_charge:R:1 method="wB97M-V/def2-TZVPD" gap_ev=7.1 total_charge=-1
C 0.079 0.964 0.025 0.260
C -0.214 -1.090 -1.059 -0.508
C -0.515 -0.438 0.043 -0.398
N 0.538 1.407 -1.206 -0.675
O 1.228 0.633 0.875 -0.604
O 0.575 0.041 -3.486 -0.671
S 0.945 0.045 -1.985 0.299
H -0.338 1.721 0.757 0.289
H -0.379 -2.078 -1.190 0.496
H 2.008 1.018 0.574 0.299
H -0.993 -0.790 1.068 0.214



Tell me which of them is the most stable. Sure, it is *i*.